(1)
A cluster of 9 separate species, C29H55NO24 in total. Source: OMol25; level of theory: ωB97M-V/def2-TZVPD.

Net charge = 0
Gap between HOMO and LUMO = 10.1 eV
HOMO level = -9.7 eV
Energy above the lowest of the compared OMol25 structures with the same formula, charge and spin = 2.016 eV
SMILES string = C[C@H]1COC(=O)O1.COC(=O)OC.COC(=O)OC.COC(=O)OC.COC(=O)OC.COC(=O)OC.COC(=O)OC.COC(=O)OC.CCCC#N

Geometry as XYZ:
```
109
C29H55NO24, DFT ωB97M-V/def2-TZVPD
C -3.65 1.58 0.56
C -3.83 0.90 1.97
C -5.05 1.46 2.64
O -5.96 0.41 2.35
C -5.46 -0.71 2.05
O -6.09 -1.72 2.03
O -4.12 -0.53 1.84
H -3.13 2.49 0.64
H -4.68 1.62 0.07
H -2.98 0.86 0.17
H -2.88 0.98 2.52
H -5.48 2.31 2.27
H -4.92 1.63 3.74
C -3.16 -3.50 3.78
O -2.16 -2.78 3.20
C -1.88 -1.63 3.67
O -2.57 -0.94 4.67
O -0.75 -1.08 3.15
C -0.24 0.23 3.57
H -4.14 -3.12 3.50
H -3.10 -3.50 4.84
H -3.09 -4.50 3.62
H -0.50 0.96 2.78
H 0.86 0.23 3.77
H -0.63 0.56 4.53
C 1.48 3.98 -0.38
O 0.10 3.89 -0.12
C -0.41 4.31 1.03
O 0.29 5.25 1.79
O -1.62 3.92 1.46
C -2.00 4.21 2.78
H 1.53 3.53 -1.34
H 1.94 3.16 0.19
H 1.97 5.00 -0.33
H -2.45 5.21 2.93
H -1.15 3.98 3.44
H -2.74 3.50 3.08
C 1.87 -3.40 1.98
O 2.50 -2.30 1.44
C 3.52 -1.71 2.05
O 3.68 -1.90 3.46
O 4.34 -0.88 1.37
C 5.52 -0.27 2.03
H 1.08 -2.97 2.71
H 2.68 -3.96 2.39
H 1.29 -3.97 1.30
H 6.04 0.36 1.34
H 6.07 -0.93 2.80
H 4.83 0.35 2.54
C 3.81 4.72 -4.09
O 3.94 3.47 -4.65
C 3.01 2.49 -4.35
O 2.06 2.80 -3.39
O 3.14 1.27 -4.84
C 2.23 0.27 -4.20
H 3.68 4.62 -3.05
H 2.96 5.16 -4.62
H 4.59 5.39 -4.28
H 2.27 -0.68 -4.76
H 1.21 0.48 -4.23
H 2.47 0.09 -3.10
C -2.69 -4.41 -3.24
O -1.69 -4.29 -2.20
C -0.52 -4.33 -2.54
O -0.10 -4.35 -3.96
O 0.28 -4.17 -1.57
C 1.60 -3.87 -1.98
H -3.60 -4.23 -2.80
H -2.64 -5.35 -3.70
H -2.64 -3.63 -3.99
H 1.93 -4.74 -2.62
H 2.29 -3.93 -1.14
H 1.52 -2.88 -2.37
C 4.38 1.02 -1.42
O 5.52 1.87 -1.20
C 5.50 2.64 -0.20
O 4.43 2.68 0.73
O 6.54 3.42 -0.06
C 6.63 4.28 1.11
H 4.70 0.30 -2.12
H 3.43 1.49 -1.65
H 4.18 0.45 -0.54
H 5.94 5.14 0.79
H 7.55 4.78 1.35
H 6.41 3.57 1.95
C -4.65 -0.23 -2.58
O -4.05 -0.94 -1.57
C -4.49 -2.12 -1.12
O -5.74 -2.60 -1.60
O -3.63 -2.74 -0.23
C -4.06 -3.99 0.20
H -4.93 0.76 -2.10
H -5.57 -0.62 -3.06
H -3.93 -0.09 -3.36
H -4.91 -3.93 0.69
H -3.26 -4.42 0.85
H -4.13 -4.65 -0.63
C 0.74 0.55 -0.44
C 0.30 -0.94 -0.44
C -1.11 -1.25 -0.94
C -1.19 -1.17 -2.42
N -1.24 -1.03 -3.50
H 0.08 1.13 0.21
H 0.70 0.98 -1.50
H 1.70 0.74 0.05
H 0.32 -1.25 0.64
H 1.01 -1.55 -0.91
H -1.73 -0.55 -0.58
H -1.35 -2.22 -0.60
```

---

(2)
A cluster of 4 separate species, C29H56BrN5O6 in total. Source: OMol25; level of theory: ωB97M-V/def2-TZVPD.

Net charge = 0
Gap between HOMO and LUMO = 8.1 eV
HOMO level = -8.4 eV
SMILES string = CC[C@@H](Br)c1cnc2ccccc2n1.COCCNCCOC.COCCNCCOC.COCCNCCOC

Geometry as XYZ:
```
97
C29H56BrN5O6, DFT ωB97M-V/def2-TZVPD
C -7.99 2.77 2.54
C -7.65 2.34 1.08
C -6.19 2.65 0.68
Br -6.02 4.59 0.54
C -5.27 2.04 1.76
C -4.14 2.72 2.29
N -3.34 2.27 3.22
C -3.73 1.03 3.65
C -2.98 0.41 4.68
C -3.26 -0.82 5.15
C -4.36 -1.55 4.61
C -5.11 -0.97 3.65
C -4.81 0.32 3.13
N -5.60 0.84 2.15
H -9.08 2.79 2.66
H -7.63 1.98 3.21
H -7.52 3.72 2.82
H -7.87 1.27 1.00
H -8.37 2.87 0.43
H -5.96 2.11 -0.25
H -3.91 3.71 1.88
H -2.14 0.94 5.12
H -2.62 -1.25 5.92
H -4.64 -2.55 4.93
H -5.96 -1.50 3.23
C 5.28 3.16 6.20
O 3.98 3.21 6.74
C 3.09 4.06 6.02
C 2.01 3.25 5.33
N 2.55 2.48 4.22
C 1.62 1.50 3.67
C 1.17 0.35 4.57
O 2.21 -0.56 4.90
C 2.98 -0.20 6.03
H 5.91 2.59 6.89
H 5.29 2.64 5.23
H 5.70 4.16 6.08
H 3.63 4.69 5.31
H 2.62 4.71 6.76
H 1.24 3.93 4.95
H 1.55 2.60 6.09
H 3.38 1.98 4.54
H 2.11 1.06 2.79
H 0.73 2.02 3.30
H 0.44 -0.23 4.00
H 0.65 0.70 5.47
H 2.40 0.36 6.77
H 3.86 0.38 5.74
H 3.34 -1.12 6.50
C 1.49 2.99 -2.63
O 0.73 1.88 -3.07
C 1.53 0.79 -3.54
C 1.41 -0.40 -2.61
N 2.08 -0.14 -1.34
C 1.80 -1.14 -0.31
C 0.37 -1.28 0.19
O -0.10 -0.15 0.91
C -0.65 0.89 0.11
H 0.80 3.81 -2.43
H 2.03 2.76 -1.71
H 2.20 3.31 -3.40
H 2.57 1.08 -3.68
H 1.13 0.51 -4.52
H 1.87 -1.28 -3.09
H 0.34 -0.61 -2.47
H 1.78 0.76 -0.99
H 2.43 -0.89 0.55
H 2.15 -2.12 -0.67
H 0.35 -2.11 0.90
H -0.33 -1.55 -0.61
H -1.13 0.50 -0.79
H 0.12 1.62 -0.15
H -1.40 1.40 0.71
C 0.20 -6.03 -7.40
O 1.58 -5.81 -7.61
C 1.86 -4.92 -8.70
C 2.45 -3.62 -8.19
N 1.45 -2.83 -7.48
C 2.00 -1.68 -6.76
C 2.95 -1.96 -5.60
O 2.34 -2.59 -4.49
C 2.28 -4.01 -4.56
H 0.10 -6.81 -6.65
H -0.30 -5.13 -7.03
H -0.30 -6.36 -8.32
H 0.97 -4.74 -9.31
H 2.60 -5.42 -9.32
H 2.83 -3.05 -9.04
H 3.30 -3.88 -7.54
H 0.97 -3.43 -6.81
H 1.15 -1.13 -6.37
H 2.49 -1.02 -7.48
H 3.30 -0.99 -5.24
H 3.85 -2.51 -5.92
H 3.12 -4.43 -5.11
H 1.34 -4.34 -5.01
H 2.31 -4.39 -3.54
```

---

(3)
A cluster of 8 separate species, C29H57BBr14I2NO in total. Source: OMol25; level of theory: ωB97M-V/def2-TZVPD.

Net charge = +1
Gap between HOMO and LUMO = 8.2 eV
HOMO level = -11.2 eV

Geometry as XYZ:
```
105
C29H57BBr14I2NO, DFT ωB97M-V/def2-TZVPD
C 2.21 0.01 1.18
C 0.94 -0.89 1.50
C -0.27 -0.73 0.48
C -1.09 0.64 0.64
C -1.52 1.02 2.13
C -2.14 -0.16 2.98
C -3.66 -0.53 2.66
C -4.55 0.69 2.13
C -5.97 0.22 1.49
C -5.70 -0.87 0.32
C -4.24 -1.56 0.43
C -3.99 -2.71 -0.63
I -3.82 -4.84 -0.24
C -3.84 -2.37 -2.00
C -3.63 -3.50 -3.12
I -3.87 -0.35 -2.79
N -3.80 -1.80 1.82
B -4.56 -2.79 2.67
C -6.05 -3.37 2.48
O -3.82 -3.34 3.80
H 2.58 -0.05 0.11
H 1.97 1.07 1.52
H 3.05 -0.34 1.87
H 1.27 -1.99 1.45
H 0.66 -0.70 2.59
H 0.18 -0.72 -0.57
H -1.03 -1.59 0.52
H -0.38 1.47 0.29
H -1.99 0.72 -0.07
H -2.16 1.97 2.09
H -0.56 1.34 2.67
H -2.10 0.17 4.08
H -1.43 -1.05 2.92
H -4.12 -0.77 3.69
H -4.76 1.43 2.97
H -4.06 1.28 1.28
H -6.56 -0.25 2.36
H -6.51 1.10 1.04
H -5.86 -0.33 -0.66
H -6.54 -1.65 0.38
H -3.54 -0.72 0.06
H -3.66 -3.06 -4.17
H -4.58 -4.15 -3.05
H -2.72 -4.14 -2.93
H -2.82 -2.16 1.76
H -6.08 -4.40 2.97
H -6.26 -3.57 1.37
H -6.84 -2.70 2.94
H -2.89 -3.44 3.53
Br 5.41 0.15 -4.32
C 5.12 -0.90 -2.70
C 3.84 -1.70 -2.79
Br 2.28 -0.57 -2.50
H 5.14 -0.20 -1.87
H 5.98 -1.56 -2.64
H 3.81 -2.44 -1.99
H 3.71 -2.19 -3.75
Br 2.26 3.84 -6.63
C 3.73 4.58 -5.60
C 4.19 3.63 -4.53
Br 2.96 3.61 -3.01
H 3.39 5.54 -5.20
H 4.53 4.76 -6.32
H 5.15 3.95 -4.11
H 4.28 2.60 -4.87
Br 7.74 -3.43 -1.29
C 7.91 -5.02 -2.41
C 8.28 -4.66 -3.83
Br 6.74 -3.97 -4.81
H 6.97 -5.56 -2.33
H 8.71 -5.60 -1.95
H 8.59 -5.54 -4.38
H 9.06 -3.90 -3.89
Br -9.17 1.75 -5.70
C -7.71 2.49 -4.64
C -7.25 1.52 -3.58
Br -8.50 1.47 -2.08
H -8.07 3.44 -4.23
H -6.91 2.69 -5.35
H -6.30 1.85 -3.15
H -7.15 0.50 -3.95
Br -0.15 4.24 4.49
C -0.61 2.86 5.79
C 0.57 1.96 6.08
Br 0.85 0.69 4.63
H -1.47 2.33 5.40
H -0.90 3.41 6.69
H 0.37 1.35 6.96
H 1.50 2.51 6.22
Br 3.34 -1.51 4.67
C 4.78 -2.79 4.38
C 5.23 -2.79 2.94
Br 3.97 -3.75 1.81
H 4.42 -3.75 4.72
H 5.59 -2.45 5.03
H 6.17 -3.33 2.83
H 5.33 -1.79 2.52
Br 4.26 8.03 -2.71
C 3.62 6.93 -1.23
C 4.48 7.10 -0.01
Br 6.16 6.13 -0.18
H 3.58 5.91 -1.59
H 2.60 7.28 -1.04
H 3.99 6.67 0.87
H 4.73 8.14 0.20
```

---

(4)
A cluster of 9 separate species, C29H57BCl16N3O3P in total. Source: OMol25; level of theory: ωB97M-V/def2-TZVPD.

Net charge = 0
Gap between HOMO and LUMO = 8.5 eV
HOMO level = -8.4 eV
SMILES string = C=C[C@@]1([PH2]=N)NC(=O)[C@](C=C)(B(O)OC)[C@@]1(CN)CCCCCCCCCCC.ClCCl.ClCCl.ClCCl.ClCCl.ClCCl.ClCCl.ClCCl.ClCCl

Geometry as XYZ:
```
110
C29H57BCl16N3O3P, DFT ωB97M-V/def2-TZVPD
C 2.97 2.83 -0.05
C 1.79 2.20 0.07
C 1.11 1.45 -1.04
P -0.55 2.30 -1.24
N -0.39 3.86 -1.15
N 1.74 1.74 -2.35
C 1.98 0.57 -3.02
O 1.93 0.40 -4.23
C 2.32 -0.46 -1.94
C 3.73 -0.02 -1.50
C 4.57 -0.72 -0.75
B 2.40 -1.90 -2.67
O 1.25 -2.51 -3.11
O 3.60 -2.54 -2.88
C 4.30 -2.21 -4.08
C 1.16 -0.13 -0.92
C -0.18 -0.81 -1.24
N -0.66 -0.61 -2.61
C 1.60 -0.60 0.48
C 0.56 -0.41 1.61
C 0.09 -1.74 2.22
C 1.11 -2.31 3.22
C 0.62 -2.33 4.68
C 1.71 -1.97 5.72
C 1.95 -3.05 6.79
C 2.41 -2.45 8.12
C 3.20 -3.42 9.02
C 4.55 -2.88 9.52
C 4.83 -3.31 10.96
H 3.19 3.45 -0.91
H 3.71 2.75 0.74
H 1.25 2.25 1.02
H -1.42 1.77 -0.28
H -1.00 1.88 -2.50
H -0.67 4.33 -2.01
H 1.37 2.53 -2.87
H 4.07 0.93 -1.90
H 4.23 -1.46 -0.04
H 5.64 -0.56 -0.83
H 1.48 -3.16 -3.78
H 3.81 -2.66 -4.95
H 4.35 -1.13 -4.22
H 5.30 -2.60 -4.00
H -0.04 -1.88 -1.05
H -0.94 -0.48 -0.53
H -1.50 -0.04 -2.60
H -0.92 -1.49 -3.02
H 1.81 -1.67 0.39
H 2.53 -0.11 0.77
H -0.29 0.20 1.30
H 1.05 0.14 2.41
H -0.02 -2.47 1.41
H -0.89 -1.63 2.69
H 1.39 -3.32 2.92
H 2.03 -1.72 3.15
H -0.17 -1.58 4.75
H 0.20 -3.30 4.91
H 2.66 -1.80 5.21
H 1.44 -1.03 6.22
H 2.74 -3.71 6.41
H 1.03 -3.63 6.92
H 3.04 -1.58 7.90
H 1.53 -2.10 8.66
H 2.60 -3.63 9.90
H 3.35 -4.38 8.51
H 5.36 -3.25 8.88
H 4.54 -1.79 9.45
H 4.58 -4.36 11.08
H 5.87 -3.17 11.24
H 4.19 -2.75 11.64
C 3.32 2.66 -5.89
Cl 5.04 2.81 -6.26
Cl 2.79 3.84 -4.67
H 2.75 2.86 -6.79
H 3.12 1.67 -5.50
C -2.46 3.70 2.28
Cl -3.38 3.38 0.81
Cl -1.07 2.60 2.37
H -2.11 4.72 2.25
H -3.08 3.52 3.15
C -6.07 0.93 -0.90
Cl -6.00 1.08 0.86
Cl -4.53 1.33 -1.67
H -6.32 -0.10 -1.14
H -6.83 1.61 -1.27
C -4.75 -3.09 -1.91
Cl -5.12 -2.19 -3.39
Cl -3.83 -2.12 -0.76
H -5.68 -3.38 -1.45
H -4.16 -3.96 -2.17
C -8.12 2.46 3.40
Cl -9.41 2.71 2.22
Cl -7.85 3.89 4.40
H -8.40 1.64 4.05
H -7.21 2.25 2.86
C -0.33 1.42 -6.10
Cl -1.10 2.97 -5.73
Cl 0.46 1.42 -7.69
H 0.43 1.22 -5.35
H -1.08 0.65 -6.10
C -3.02 1.04 -8.32
Cl -4.19 1.36 -9.61
Cl -3.42 -0.44 -7.42
H -2.04 0.92 -8.76
H -3.04 1.87 -7.63
C -6.36 4.27 -8.53
Cl -6.98 5.39 -9.74
Cl -4.90 4.87 -7.73
H -7.13 4.13 -7.77
H -6.12 3.33 -9.01
```